DFT (wB97M-V/def2-TZVPD) results for C5H13CaNO9PS2 as an isolated structure in a non-equilibrium geometry.

CARTESIAN COORDINATES (ANGSTROEM)
H (-3.930, -1.452, 2.028)
H (-1.942, -3.524, -0.763)
C (3.641, -0.267, -0.633)
O (-1.479, -1.735, 1.411)
O (-2.630, -3.405, -0.089)
H (-0.731, 0.890, 1.062)
Ca (0.840, -1.924, 0.044)
C (1.053, 2.299, 0.024)
O (-3.163, 3.006, -0.393)
H (4.610, -0.120, -1.118)
H (1.056, 2.415, 1.116)
H (4.056, -0.706, 1.474)
H (1.429, 0.786, -1.401)
H (1.329, 0.216, 0.344)
O (3.156, 1.016, -0.228)
S (-2.825, 1.684, 0.014)
O (-0.803, -0.547, -1.439)
C (1.753, 0.981, -0.367)
N (-3.089, 0.704, -1.311)
H (-1.084, 2.630, 1.274)
O (-4.037, -1.703, 1.090)
O (-2.774, -1.453, -2.382)
C (-1.099, 1.797, 0.556)
H (4.418, -2.057, 0.331)
H (1.617, 3.149, -0.381)
O (-0.249, 2.200, -0.522)
O (-3.622, 1.316, 1.155)
H (2.981, -0.722, -1.402)
H (2.711, -1.682, 0.763)
P (-2.630, -1.885, 0.454)
C (3.725, -1.248, 0.585)
S (-2.286, -0.661, -1.296)

The charge is +1. The calculated total energy is -2745.3061 hartree. As for the frontier orbital gap: 6.48 eV.

***

DFT (wB97M-V/def2-TZVPD) results for one molecule with the formula C5H13ClN2Si in a non-equilibrium geometry.

CARTESIAN COORDINATES (ANGSTROEM)
C (2.414, 0.560, -1.744)
H (-2.233, -1.756, -1.070)
H (0.940, -1.734, 3.366)
H (-0.065, 0.575, -2.090)
H (-1.897, -2.336, 0.469)
Si (-0.712, 0.419, 0.482)
H (-3.150, 0.452, 0.085)
H (1.480, 0.054, 1.534)
H (-0.739, -1.574, 2.677)
C (0.279, -1.259, 2.583)
Cl (-0.839, 2.386, 1.323)
H (2.712, -0.132, -1.022)
N (-2.376, -0.166, 0.428)
H (3.268, 1.008, -2.194)
C (-2.440, -1.496, -0.041)
H (1.880, 0.108, -2.553)
C (0.448, -0.349, 1.657)
H (1.631, 1.920, -0.002)
H (1.400, 2.555, -1.607)
C (1.399, 1.592, -1.155)
H (-3.527, -1.869, 0.032)
N (0.127, 1.042, -1.159)

The calculated total energy is -1057.5193 hartree. Its energy relative to the best compared isomer or geometry (same formula, charge and spin) is 171.8 kJ/mol. As for the frontier orbital gap: 9.22 eV.

***

DFT (wB97M-V/def2-TZVPD) results for an isolated ion of composition C5H13FN and charge +1 in a non-equilibrium geometry.

CARTESIAN COORDINATES (ANGSTROEM)
H (0.193, 1.051, 1.619)
H (-2.383, -1.650, 0.517)
H (1.132, -1.235, 0.709)
C (0.740, -0.309, 0.109)
F (-0.690, -1.271, -1.679)
H (-0.808, -2.443, 0.746)
C (-0.717, -0.546, -0.363)
H (-1.635, 1.209, 0.432)
H (1.378, -1.242, -1.820)
H (0.865, 1.809, 0.185)
C (-1.521, 0.767, -0.526)
C (0.967, 0.974, 0.890)
N (1.704, -0.441, -1.113)
H (1.838, 0.410, -1.752)
H (-2.521, 0.532, -1.089)
C (-1.287, -1.432, 0.702)
H (-1.204, -1.081, 1.720)
H (-0.855, 1.590, -0.934)
H (1.940, 1.053, 1.332)
H (2.642, -0.634, -0.582)

The charge is +1. The calculated total energy is -352.6492 hartree. Its energy relative to the best compared isomer or geometry (same formula, charge and spin) is 48.1 kJ/mol. As for the frontier orbital gap: 12.36 eV.